# 1
The following is a DFT calculation (ωB97M-V/def2-TZVPD) of an isolated ion of composition C38H41F6N4 and charge +1.

## Properties
**Charge**: +1
**HOMO-LUMO gap**: 0.291 Ha
**HOMO level**: -10.18 eV
**SMILES**: FC(F)(F)CN(c1ccccc1)c1ccc(C(c2ccc(N(CC(F)(F)F)c3ccccc3)cc2)[N@H+]2CCC[C@H]2CN2CCCC2)cc1

Each atom is followed by the atoms it is bonded to, with distances in Å.
Atoms and positions in Å:
1 F -5.49609 2.19036 -0.73591  C2 1.357
2 C -5.31751 1.51386 0.42637  F1 1.357, F3 1.377, F4 1.380, C5 1.503
3 F -4.66168 2.34646 1.30581  C2 1.377
4 F -6.55811 1.28109 0.98365  C2 1.380
5 C -4.59063 0.20802 0.27072  C2 1.503, N6 1.458, H38 1.090, H39 1.091
6 N -4.46641 -0.41121 1.58476  C5 1.458, C7 1.410, C13 1.377
7 C -5.35492 -1.47021 1.86034  N6 1.410, C8 1.408, C12 1.406
8 C -5.41908 -2.56716 0.98045  C7 1.408, C9 1.392, H40 1.094
9 C -6.33474 -3.59022 1.21185  C8 1.392, C10 1.401, H41 1.092
10 C -7.24283 -3.49002 2.27450  C9 1.401, C11 1.399, H42 1.091
11 C -7.22225 -2.37253 3.11673  C10 1.399, C12 1.393, H43 1.093
12 C -6.27185 -1.37238 2.92110  C7 1.406, C11 1.393, H44 1.092
13 C -3.42911 -0.07240 2.42479  N6 1.377, C14 1.405, C37 1.414
14 C -3.41366 -0.54585 3.74750  C13 1.405, C15 1.385, H45 1.086
15 C -2.34572 -0.26544 4.58366  C14 1.385, C16 1.398, H46 1.090
16 C -1.29124 0.54201 4.14578  C15 1.398, C17 1.515, C36 1.403
17 C -0.12036 0.81954 5.06664  C16 1.515, C18 1.525, H47 1.106, N70 1.457
18 C 1.23191 0.50414 4.43614  C17 1.525, C19 1.401, C35 1.397
19 C 2.38565 1.15392 4.89515  C18 1.401, C20 1.389, H48 1.095
20 C 3.61483 0.89827 4.30209  C19 1.389, C21 1.413, H49 1.087
21 C 3.73484 -0.08454 3.29407  C20 1.413, N22 1.377, C34 1.411
22 N 4.96563 -0.41403 2.77067  C21 1.377, C23 1.467, C28 1.407
23 C 6.15778 0.37748 3.09365  N22 1.467, C24 1.499, H50 1.087, H51 1.090
24 C 6.28665 1.43866 2.04244  C23 1.499, F25 1.358, F26 1.381, F27 1.375
25 F 7.32781 2.29511 2.20689  C24 1.358
26 F 6.43236 0.83660 0.80831  C24 1.381
27 F 5.13260 2.18344 1.97019  C24 1.375
28 C 5.19354 -1.55114 1.97413  N22 1.407, C29 1.408, C33 1.406
29 C 4.50689 -1.75014 0.76058  C28 1.408, C30 1.394, H52 1.093
30 C 4.90950 -2.76400 -0.10705  C29 1.394, C31 1.398, H53 1.091
31 C 5.99298 -3.58220 0.22825  C30 1.398, C32 1.401, H54 1.091
32 C 6.65185 -3.41551 1.45292  C31 1.401, C33 1.390, H55 1.092
33 C 6.24718 -2.41352 2.32653  C28 1.406, C32 1.390, H56 1.092
34 C 2.57471 -0.77792 2.88942  C21 1.411, C35 1.386, H57 1.086
35 C 1.34535 -0.48991 3.46086  C18 1.397, C34 1.386, H58 1.090
36 C -1.27334 0.97611 2.81140  C16 1.403, C37 1.388, H59 1.093
37 C -2.33607 0.69711 1.96370  C13 1.414, C36 1.388, H60 1.088
38 H -5.21542 -0.44687 -0.33680  C5 1.090
39 H -3.61678 0.38096 -0.18932  C5 1.091
40 H -4.72779 -2.59998 0.13368  C8 1.094
41 H -6.33874 -4.46356 0.55641  C9 1.092
42 H -7.97503 -4.28241 2.43889  C10 1.091
43 H -7.94122 -2.27203 3.93337  C11 1.093
44 H -6.22925 -0.49734 3.57283  C12 1.092
45 H -4.23477 -1.14662 4.12727  C14 1.086
46 H -2.32768 -0.71690 5.57588  C15 1.090
47 H -0.19524 0.17986 5.96626  C17 1.106
48 H 2.36766 1.88578 5.70887  C19 1.095
49 H 4.48801 1.44180 4.65288  C20 1.087
50 H 6.09858 0.83491 4.07829  C23 1.087
51 H 7.03596 -0.26390 3.01694  C23 1.090
52 H 3.67245 -1.09461 0.49963  C29 1.093
53 H 4.37679 -2.89572 -1.05043  C30 1.091
54 H 6.33080 -4.35073 -0.46848  C31 1.091
55 H 7.49002 -4.05632 1.73587  C32 1.092
56 H 6.73754 -2.26546 3.29040  C33 1.092
57 H 2.60792 -1.55184 2.12838  C34 1.086
58 H 0.47050 -1.05309 3.13600  C35 1.090
59 H -0.40896 1.50583 2.40310  C36 1.093
60 H -2.29545 1.03939 0.93226  C37 1.088
61 C -2.92554 3.03040 10.42470  C62 1.546, C71 1.547, H72 1.096, H73 1.094
62 C -2.26948 1.67359 10.76822  C61 1.546, C63 1.539, H74 1.094, H75 1.092
63 C -2.05152 0.96803 9.41775  C62 1.539, N64 1.446, H76 1.099, H77 1.108
64 N -2.08697 2.03092 8.43789  C63 1.446, C65 1.424, C71 1.444
65 C -2.10345 1.67306 7.05926  N64 1.424, C66 1.542, H78 1.101, H79 1.116
66 C -1.41715 2.73153 6.17277  C65 1.542, C67 1.517, N70 1.545, H80 1.102
67 C -2.19535 3.27971 4.99133  C66 1.517, C68 1.537, H81 1.098, H82 1.096
68 C -1.13376 3.82290 4.02167  C67 1.537, C69 1.519, H83 1.092, H84 1.098
69 C 0.20851 3.26021 4.45807  C68 1.519, N70 1.544, H85 1.092, H86 1.102
70 N -0.11558 2.20023 5.53271  C17 1.457, C66 1.545, C69 1.544, H87 1.027
71 C -2.91290 3.12989 8.88114  C61 1.547, N64 1.444, H88 1.113, H89 1.103
72 H -3.95250 3.08772 10.80214  C61 1.096
73 H -2.34412 3.85412 10.85028  C61 1.094
74 H -1.28912 1.84961 11.22024  C62 1.094
75 H -2.86954 1.06825 11.45014  C62 1.092
76 H -1.08976 0.43789 9.37775  C63 1.099
77 H -2.83948 0.20867 9.24157  C63 1.108
78 H -1.60748 0.69275 6.99204  C65 1.101
79 H -3.13944 1.54697 6.66440  C65 1.116
80 H -1.07500 3.56431 6.80904  C66 1.102
81 H -2.75655 2.46285 4.51765  C67 1.098
82 H -2.91198 4.04486 5.31066  C67 1.096
83 H -1.35282 3.52330 2.99430  C68 1.092
84 H -1.10706 4.92023 4.03264  C68 1.098
85 H 0.82215 2.82881 3.66391  C69 1.092
86 H 0.81670 4.01627 4.98141  C69 1.102
87 H 0.58822 2.24489 6.27979  N70 1.027
88 H -3.95622 3.06986 8.49801  C71 1.113
89 H -2.50657 4.09286 8.52977  C71 1.103

These are the Löwdin partial charges, in e, on atoms 1 to 2: 0.1392 -0.5227

---

# 2
The following is a DFT calculation (ωB97M-V/def2-TZVPD) of a 2-piece molecular cluster, C38H41N3O6 overall.

## Properties
**HOMO-LUMO gap**: 0.149 Ha
**HOMO level**: -6.18 eV

Each atom is followed by the atoms it is bonded to, with distances in Å.
Atoms and positions in Å:
1 C -5.79240 2.50716 1.80299  C2 1.513, C27 1.528, H28 1.096, H29 1.093
2 C -5.80247 1.15936 2.49129  C1 1.513, N3 1.445, H30 1.106, H31 1.096
3 N -4.58193 0.43041 2.22990  C2 1.445, C4 1.445, C8 1.364
4 C -4.69134 -0.98325 2.50846  N3 1.445, C5 1.511, H32 1.105, H33 1.096
5 C -3.53908 -1.73909 1.88925  C4 1.511, C6 1.529, H34 1.092, H35 1.097
6 C -2.21260 -1.19492 2.41991  C5 1.529, C7 1.493, H36 1.101, H37 1.098
7 C -2.17931 0.29686 2.47906  C6 1.493, C8 1.426, C26 1.378
8 C -3.37359 1.05750 2.30718  N3 1.364, C7 1.426, C9 1.427
9 C -3.29698 2.48135 2.24300  C8 1.427, C10 1.378, C27 1.494
10 C -2.06089 3.08624 2.17773  C9 1.378, C11 1.434, H38 1.090
11 C -0.84803 2.32476 2.24487  C10 1.434, C12 1.409, C26 1.429
12 C 0.37524 2.93313 1.89972  C11 1.409, C13 1.417, H39 1.091
13 C 1.64387 2.30509 1.83728  C12 1.417, C14 1.433, C25 1.424
14 C 2.83012 3.06270 2.10512  C13 1.433, C15 1.381, H40 1.089
15 C 4.07343 2.46623 2.17431  C14 1.381, C16 1.426, C20 1.495
16 C 4.16393 1.04403 2.11811  C15 1.426, N17 1.365, C24 1.425
17 N 5.37174 0.42730 2.27513  C16 1.365, C18 1.445, C21 1.446
18 C 6.59651 1.16419 2.06186  N17 1.445, C19 1.513, H41 1.096, H42 1.106
19 C 6.55121 2.50558 2.75944  C18 1.513, C20 1.531, H43 1.096, H44 1.093
20 C 5.30502 3.29479 2.35113  C15 1.495, C19 1.531, H45 1.100, H46 1.095
21 C 5.50421 -0.98262 1.98080  N17 1.446, C22 1.513, H47 1.105, H48 1.096
22 C 4.33389 -1.75327 2.55025  C21 1.513, C23 1.528, H49 1.091, H50 1.097
23 C 3.02372 -1.21746 1.97383  C22 1.528, C24 1.493, H51 1.101, H52 1.099
24 C 2.99160 0.27154 1.87284  C16 1.425, C23 1.493, C25 1.379
25 C 1.80627 0.91363 1.58355  C13 1.424, C24 1.379, H53 1.094
26 C -0.98097 0.95809 2.64038  C7 1.378, C11 1.429, H54 1.093
27 C -4.54337 3.30244 2.18037  C1 1.528, C9 1.494, H55 1.095, H56 1.100
28 H -5.82015 2.36832 0.71660  C1 1.096
29 H -6.68856 3.05483 2.10571  C1 1.093
30 H -5.92289 1.30109 3.58123  C2 1.106
31 H -6.63487 0.54067 2.13564  C2 1.096
32 H -4.69260 -1.13989 3.60219  C4 1.105
33 H -5.65676 -1.32385 2.11577  C4 1.096
34 H -3.64313 -2.79749 2.13819  C5 1.092
35 H -3.54172 -1.63367 0.79768  C5 1.097
36 H -2.01553 -1.62443 3.41390  C6 1.101
37 H -1.41983 -1.54158 1.74470  C6 1.098
38 H -2.00068 4.16340 2.02372  C10 1.090
39 H 0.36174 4.01726 1.77675  C12 1.091
40 H 2.74648 4.13585 2.27042  C14 1.089
41 H 7.41724 0.54481 2.44187  C18 1.096
42 H 6.75548 1.31434 0.97761  C18 1.106
43 H 6.56145 2.35674 3.84485  C19 1.096
44 H 7.45050 3.06136 2.48124  C19 1.093
45 H 5.53438 3.81682 1.40996  C20 1.100
46 H 5.12621 4.07655 3.09642  C20 1.095
47 H 5.55185 -1.13133 0.88649  C21 1.105
48 H 6.45465 -1.31786 2.41107  C21 1.096
49 H 4.45655 -2.80775 2.29842  C22 1.091
50 H 4.32239 -1.65798 3.64254  C22 1.097
51 H 2.84421 -1.66534 0.98446  C23 1.101
52 H 2.19964 -1.55458 2.61837  C23 1.099
53 H 0.97686 0.34071 1.15825  C25 1.094
54 H -0.11822 0.40581 3.02112  C26 1.093
55 H -4.40513 4.11383 1.45887  C27 1.095
56 H -4.72542 3.78433 3.15264  C27 1.100
57 C -2.72768 -0.39486 -4.27294  C58 1.524, H77 1.097, H78 1.094, H79 1.097
58 C -2.35652 0.73570 -3.32066  C57 1.524, C59 1.528, O60 1.448, O76 1.436
59 C -3.46199 1.78847 -3.25221  C58 1.528, H80 1.092, H81 1.093, H82 1.092
60 O -2.14804 0.24811 -1.97303  C58 1.448, C61 1.379
61 C -0.97056 -0.42922 -1.73515  O60 1.379, O62 1.225, C63 1.429
62 O -0.87177 -1.05863 -0.68840  C61 1.225
63 C 0.04638 -0.36098 -2.73611  C61 1.429, C64 1.476, C74 1.439
64 C 1.14701 -1.34111 -2.81277  C63 1.476, C65 1.531, H83 1.097, H84 1.095
65 C 0.85199 -2.59000 -3.64808  C64 1.531, C66 1.409, C73 1.406
66 C 1.14442 -2.63062 -5.02532  C65 1.409, C67 1.388, H85 1.094
67 C 0.91191 -3.78644 -5.75764  C66 1.388, C68 1.410, H86 1.087
68 C 0.35051 -4.90908 -5.11456  C67 1.410, N69 1.427, C72 1.408
69 N 0.08167 -6.09962 -5.85437  C68 1.427, O70 1.253, O71 1.251
70 O -0.40416 -7.08345 -5.25003  N69 1.253
71 O 0.34036 -6.13784 -7.07742  N69 1.251
72 C 0.06575 -4.88009 -3.73605  C68 1.408, C73 1.385, H87 1.087
73 C 0.29794 -3.71823 -3.01886  C65 1.406, C72 1.385, H88 1.094
74 C -0.06954 0.60144 -3.79969  C63 1.439, O75 1.217, O76 1.385
75 O 0.72087 0.68242 -4.72202  C74 1.217
76 O -1.18248 1.42624 -3.77527  C58 1.436, C74 1.385
77 H -1.95193 -1.16338 -4.37626  C57 1.097
78 H -3.64372 -0.87944 -3.92103  C57 1.094
79 H -2.92558 0.02658 -5.26626  C57 1.097
80 H -3.13965 2.59189 -2.58700  C59 1.092
81 H -3.63567 2.19223 -4.25275  C59 1.093
82 H -4.37913 1.33611 -2.86912  C59 1.092
83 H 1.98600 -0.81288 -3.28118  C64 1.097
84 H 1.38700 -1.65106 -1.79008  C64 1.095
85 H 1.54560 -1.73668 -5.51262  C66 1.094
86 H 1.13794 -3.85159 -6.81885  C67 1.087
87 H -0.34173 -5.77047 -3.26453  C72 1.087
88 H 0.05280 -3.66619 -1.95415  C73 1.094

These are the Löwdin partial charges, in e, on atoms 1 to 2: -0.1610 -0.1581